No. 1
DFT (ωB97M-V/def2-TZVPD) results for 10 unconnected molecules or ions with the total composition C19H61N15O10 at a distorted geometry.

Summary:
Energy relative to the best compared isomer or geometry (same formula, charge and spin) (kcal per mole): 0.0
Orbital gap (eV): 9.27
E_HOMO (eV): -8.91

CARTESIAN COORDINATES (ANGSTROEM)
1 C 0.3504 -0.3423 -4.7650
2 O -0.4504 0.7697 -4.4466
3 C -1.7234 0.4122 -3.9335
4 C -2.4250 1.7142 -3.5512
5 C -3.7906 1.5023 -2.8934
6 N -2.6293 2.5324 -4.7568
7 H 0.2380 -1.2072 -4.0991
8 H 1.3833 -0.0539 -4.5495
9 H 0.2324 -0.6648 -5.8024
10 H -2.2798 -0.2605 -4.6010
11 H -1.6299 -0.2061 -3.0266
12 H -1.8050 2.2281 -2.8180
13 H -3.8503 1.9747 -1.9160
14 H -3.8731 0.4340 -2.6390
15 H -4.6355 1.6567 -3.5621
16 H -3.4270 2.0624 -5.1829
17 H -1.9159 2.4007 -5.4674
18 C -3.9206 -4.4757 2.6226
19 O -3.7536 -3.4855 3.6136
20 C -3.3450 -2.2157 3.0695
21 C -3.9625 -1.1656 3.9758
22 C -5.4806 -1.2350 4.0585
23 N -3.4442 0.1438 3.4825
24 H -2.9718 -4.6683 2.1043
25 H -4.6945 -4.3039 1.8721
26 H -4.0896 -5.4284 3.1257
27 H -2.2685 -2.2080 3.2586
28 H -3.6294 -2.1105 2.0209
29 H -3.5096 -1.3026 4.9613
30 H -5.7162 -2.1822 4.5433
31 H -5.9168 -1.1882 3.0601
32 H -5.8389 -0.4284 4.6980
33 H -3.7704 0.9489 4.0138
34 H -4.0336 0.2680 2.6551
35 C 2.2355 -2.1817 0.6440
36 O 3.1876 -2.5954 -0.3418
37 C 4.3265 -3.1954 0.3210
38 C 5.4005 -3.5003 -0.6996
39 C 6.4620 -4.4279 -0.1689
40 N 6.0930 -2.2735 -1.1724
41 H 1.5415 -1.4844 0.1603
42 H 2.5210 -1.5871 1.5132
43 H 1.5999 -3.0355 0.8853
44 H 4.6319 -2.4507 1.0601
45 H 3.9441 -4.1168 0.7659
46 H 4.9049 -3.9989 -1.5440
47 H 6.0004 -5.3070 0.2940
48 H 6.9514 -3.9367 0.6770
49 H 7.1999 -4.7787 -0.8853
50 H 6.7068 -2.5071 -1.9556
51 H 5.3881 -1.8693 -1.8078
52 N 1.9848 0.6387 4.1135
53 C 0.7435 0.2014 3.8266
54 N -0.2538 0.4873 4.6923
55 O 0.5988 -0.4808 2.7879
56 H 2.1340 1.2695 4.8789
57 H 2.6296 0.4958 3.3399
58 H 0.0311 0.7341 5.6227
59 H -1.2389 0.3238 4.4930
60 N 2.9860 -2.4201 -3.5291
61 C 3.0633 -1.0447 -3.4629
62 N 2.7945 -0.5620 -2.2299
63 O 3.2948 -0.3390 -4.4441
64 H 3.0773 -2.7680 -4.4659
65 H 3.0577 -2.9013 -2.6495
66 H 2.7226 -1.2264 -1.4576
67 H 2.9057 0.4305 -2.1087
68 N 0.7581 3.4768 -2.3396
69 C 2.0983 3.2125 -2.2401
70 N 2.8504 4.2711 -2.6800
71 O 2.5029 2.1584 -1.7404
72 H 0.1566 2.8092 -1.8349
73 H 0.4149 4.3996 -2.5197
74 H 3.8020 4.0035 -2.8789
75 H 2.4116 5.0959 -3.0278
76 N -1.3779 0.5302 1.0450
77 C -0.5300 1.1849 0.1981
78 N 0.7463 0.8763 0.4741
79 O -0.8755 1.9015 -0.7550
80 H -2.3590 0.3927 0.8929
81 H -0.9003 -0.0410 1.7310
82 H 1.4905 1.1817 -0.1312
83 H 0.8754 0.2823 1.2984
84 N -1.6904 4.5171 0.8113
85 C -2.4330 4.4137 1.9303
86 N -2.7000 3.1255 2.3297
87 O -2.8235 5.4010 2.5486
88 H -1.3676 3.7148 0.2923
89 H -1.4723 5.4417 0.4926
90 H -3.2892 2.9670 3.1198
91 H -2.2085 2.3818 1.8615
92 N 3.5042 2.1424 1.0292
93 C 4.1376 0.9443 1.2150
94 N 4.4276 0.2493 0.1036
95 O 4.2569 0.4601 2.3526
96 H 3.1998 2.4114 0.1032
97 H 3.2857 2.7013 1.8303
98 H 4.3318 0.7698 -0.7518
99 H 4.9021 -0.6316 0.0393
100 C -5.8113 0.8353 -0.2530
101 O -4.7443 0.3614 0.5537
102 H -5.7366 1.8819 -0.5485
103 H -5.8783 0.1739 -1.1177
104 H -6.7626 0.7439 0.2781
105 H -4.2412 -0.2498 0.0109

Cartesian forces (eV/Å) of the 3 atoms listed first:
C 1.03 -0.03 0.45
O -0.90 -0.46 0.29
C 0.32 -0.02 1.02

No. 2
DFT (ωB97M-V/def2-TZVPD) results for 2 unconnected molecules or ions with the total composition C10H10N4O at a distorted geometry.

Summary:
Energy relative to the best compared isomer or geometry (same formula, charge and spin) (kcal per mole): 45.4
Orbital gap (alpha / beta) (eV): 6.26 / 5.96
Spin multiplicity: 3
E_HOMO (alpha / beta) (eV): -5.47 / -8.08

CARTESIAN COORDINATES (ANGSTROEM)
1 C -1.8326 -2.3672 -0.6800
2 C -0.7363 -1.6640 0.0974
3 C -2.8869 -1.6906 -1.2326
4 C -2.0706 0.3202 -0.7225
5 C -0.8379 -0.2158 -0.3728
6 C 2.3183 1.6029 -1.1651
7 C 2.6260 0.4526 -0.6569
8 C -0.8616 0.2362 3.8722
9 C 0.7786 1.7572 -0.9987
10 C 0.3735 0.4628 -0.4768
11 N -3.0840 -0.3787 -1.0659
12 N 0.2291 0.2434 3.5067
13 N 1.6571 -1.5395 0.2370
14 N 1.5709 -0.2725 -0.2228
15 O 0.4665 -2.2844 -0.2516
16 H -1.7711 -3.3955 -1.0580
17 H -0.8230 -1.8609 1.2056
18 H -3.6110 -2.3052 -1.7878
19 H -2.4542 1.3187 -0.4884
20 H 2.9044 2.3580 -1.5751
21 H 3.5178 -0.0015 -0.7543
22 H -1.7821 0.5243 4.3672
23 H 1.4330 -1.6013 1.1900
24 H 0.5979 2.5593 -0.3551
25 H 0.3160 1.8346 -2.0096

Cartesian forces (eV/Å) of the 3 atoms listed first:
C 0.37 -0.67 -0.55
C -1.45 -0.37 -1.03
C -0.44 -0.38 0.27

No. 3
DFT (ωB97M-V/def2-TZVPD) results for a molecular structure, C36H34CrNOP.

Summary:
Energy relative to the best compared isomer or geometry (same formula, charge and spin) (kcal per mole): 0.0
Orbital gap (alpha / beta) (eV): 4.52 / 5.75
Spin multiplicity: 4
Charge: -1
E_HOMO (alpha / beta) (eV): -1.90 / -3.14

CARTESIAN COORDINATES (ANGSTROEM)
1 Cr 0.5834 -1.0983 0.5638
2 C 2.1320 -1.2429 2.1999
3 C 1.3272 -2.4127 2.2415
4 C 1.5465 -3.1214 1.0357
5 C 2.4824 -2.3980 0.2459
6 C 2.8493 -1.2622 0.9881
7 H 2.1824 -0.4841 2.9628
8 H 0.6802 -2.7047 3.0520
9 H 1.0898 -4.0608 0.7724
10 H 2.8493 -2.6754 -0.7291
11 H 3.5529 -0.5117 0.6789
12 C -1.0523 -4.5416 -0.9619
13 C -2.0386 -3.7003 -0.1556
14 C -1.8465 -3.8011 1.3524
15 C -2.1019 -2.2470 -0.6563
16 C -2.9172 -2.1958 -1.9410
17 O -2.2904 -1.2017 -2.7319
18 C -1.0607 -0.9333 -2.1652
19 N -0.8264 -1.5924 -1.0409
20 C -0.3163 0.0222 -2.8965
21 C -0.6798 0.2331 -4.2706
22 C -0.0314 1.1180 -5.0756
23 C 1.0344 1.9112 -4.5685
24 C 1.3680 1.7769 -3.2407
25 C 0.7434 0.8599 -2.3767
26 P 1.0694 0.9552 -0.6282
27 C 2.8304 1.5010 -0.6098
28 C 3.3138 2.4917 0.2366
29 C 4.6701 2.8075 0.2595
30 C 5.5572 2.1450 -0.5711
31 C 5.0817 1.1627 -1.4321
32 C 3.7338 0.8449 -1.4492
33 C 0.2165 2.4351 0.0283
34 C -0.4554 3.3273 -0.8020
35 C -1.1296 4.4154 -0.2600
36 C -1.1276 4.6231 1.1121
37 C -0.4624 3.7342 1.9456
38 C 0.1970 2.6387 1.4077
39 H -0.9973 -5.5585 -0.5645
40 H -0.0540 -4.1026 -0.9555
41 H -1.3526 -4.6107 -2.0093
42 H -3.0404 -4.1066 -0.3571
43 H -0.9482 -3.2923 1.6803
44 H -1.7971 -4.8471 1.6717
45 H -2.6799 -3.3214 1.8708
46 H -2.5669 -1.6354 0.1240
47 H -3.9575 -1.9145 -1.7767
48 H -2.8886 -3.1502 -2.4763
49 H -1.4899 -0.3541 -4.6774
50 H -0.3403 1.2166 -6.1103
51 H 1.5563 2.6200 -5.1983
52 H 2.1453 2.4173 -2.8387
53 H 2.6347 3.0292 0.8848
54 H 5.0262 3.5818 0.9283
55 H 6.6116 2.3935 -0.5551
56 H 5.7648 0.6413 -2.0919
57 H 3.3672 0.0791 -2.1226
58 H -0.4646 3.1609 -1.8707
59 H -1.6604 5.0975 -0.9136
60 H -1.6621 5.4652 1.5355
61 H -0.4913 3.8697 3.0198
62 H 0.6542 1.9043 2.0615
63 C -0.7366 -0.4027 1.5080
64 C -1.7734 0.0045 2.3299
65 C -2.6646 1.0797 2.0006
66 C -3.6857 1.4474 2.8495
67 C -3.9177 0.7874 4.0615
68 C -3.0772 -0.2821 4.3913
69 C -2.0426 -0.6710 3.5695
70 H -2.5262 1.6058 1.0628
71 H -4.3293 2.2716 2.5560
72 H -4.7271 1.0854 4.7153
73 H -3.2358 -0.8252 5.3184
74 H -1.4070 -1.5014 3.8583

Cartesian forces (eV/Å) of the 3 atoms listed first:
Cr -0.10 0.29 -0.23
C -0.05 -0.19 0.08
C 0.12 -0.01 -0.21

No. 4
DFT (ωB97M-V/def2-TZVPD) results for 2 unconnected molecules or ions with the total composition C5H15NO at a distorted geometry.

Summary:
Energy relative to the best compared isomer or geometry (same formula, charge and spin) (kcal per mole): 35.5
Orbital gap (eV): 8.78
E_HOMO (eV): -8.03

CARTESIAN COORDINATES (ANGSTROEM)
1 C -0.9125 1.9234 -0.0082
2 C -1.8348 0.8022 0.5663
3 N -1.3225 -0.5349 0.4620
4 C -0.3518 -0.8706 1.4776
5 C -1.0119 -1.1478 -0.8659
6 C 0.3708 -0.9517 -1.3811
7 H -0.8461 1.6948 -1.0589
8 H -0.0259 2.0115 0.6139
9 H -1.3749 2.9115 0.0520
10 H -2.0742 0.9626 1.6219
11 H -2.8122 0.9863 0.0954
12 H -0.0775 -1.9211 1.4909
13 H 0.5360 -0.2644 1.7053
14 H -0.8783 -0.7368 2.4467
15 H -1.1728 -2.2182 -0.7016
16 H -1.8244 -0.7867 -1.5030
17 H 0.4436 -1.4605 -2.3495
18 H 0.5135 0.0969 -1.6250
19 H 1.0812 -1.3513 -0.6627
20 O 4.5484 -0.1175 -0.1755
21 H 5.2578 0.5382 -0.1326
22 H 3.7686 0.4340 -0.0680

Cartesian forces (eV/Å) of the 3 atoms listed first:
C -1.20 -0.19 1.13
C -0.12 1.32 -0.12
N 0.84 -0.76 -0.72

No. 5
DFT (ωB97M-V/def2-TZVPD) results for a molecular structure, C5H8O2 at a distorted geometry.

Summary:
Energy relative to the best compared isomer or geometry (same formula, charge and spin) (kcal per mole): 125.7
Orbital gap (eV): 10.27
E_HOMO (eV): -9.38

CARTESIAN COORDINATES (ANGSTROEM)
1 C -0.4930 -0.2034 -1.5518
2 C -0.5231 0.1767 -0.1167
3 O -1.3711 1.2821 0.1215
4 C -0.4649 -0.7742 1.1295
5 C 0.9575 -0.2908 1.4371
6 O 1.7004 -0.6822 0.2853
7 C 0.9766 0.5198 0.1411
8 H -0.2021 -1.2439 -1.7241
9 H -1.3150 0.1563 -2.1658
10 H 0.5246 0.5349 -1.9455
11 H -0.7896 2.0355 0.2867
12 H -1.2210 -0.4987 1.8663
13 H -0.5214 -1.8419 0.8908
14 H 1.4693 -0.2404 2.4000
15 H 1.2729 1.0703 -1.0543

Cartesian forces (eV/Å) of the 3 atoms listed first:
C 1.69 1.08 -1.30
C 1.13 0.00 -0.12
O 0.36 0.13 0.01

No. 6
DFT (ωB97M-V/def2-TZVPD) results for 2 unconnected molecules or ions with the total composition C4H11ISi.

Summary:
Energy relative to the best compared isomer or geometry (same formula, charge and spin) (kcal per mole): 0.0
Orbital gap (alpha / beta) (eV): 6.98 / 6.67
Spin multiplicity: 3
E_HOMO (alpha / beta) (eV): -6.07 / -10.12

CARTESIAN COORDINATES (ANGSTROEM)
1 C 1.6599 0.2429 1.3260
2 C 0.2005 -1.7516 0.8809
3 C -1.1028 0.9611 -2.0237
4 C 0.3921 -0.2528 0.6231
5 Si 0.4018 0.1423 -1.2393
6 I -4.7895 2.4536 0.5619
7 H 1.6030 0.0233 2.3906
8 H 2.5452 -0.2491 0.9315
9 H 1.7781 1.3175 1.2093
10 H 1.0341 -2.3242 0.4803
11 H -0.7177 -2.1128 0.4247
12 H 0.1424 -1.9411 1.9501
13 H -1.4704 0.4000 -2.8800
14 H -1.9233 1.0457 -1.3097
15 H -0.8726 1.9668 -2.3707
16 H -0.4628 0.2732 1.0680
17 H 1.5820 -0.1949 -2.0230

Cartesian forces (eV/Å) of the 3 atoms listed first:
C -0.25 0.07 -0.05
C -0.11 0.19 -0.02
C 0.18 -0.02 -0.06

The records above yield M values of 659.8 202.2 579.6 105.2 100.1 214.1 Da, respectively.